Here is a 6-piece molecular cluster, C24H35F3N6OSi overall at a distorted geometry from the Open Molecules 2025 dataset. Energies are from ωB97M-V/def2-TZVPD.

```
70
Properties=species:S:1:pos:R:3:forces:R:3:nbo_charge:R:1
N 0.619871 0.267840 -1.051550 -1.04 1.86 0.51 -0.84
C -0.032625 1.104047 -2.154361 -1.48 0.54 0.16 -0.26
C -0.360887 0.259166 -3.521459 0.28 0.37 -0.66 0.10
O -1.508075 -0.625340 -3.261781 0.14 0.67 -1.04 -0.75
C 0.884753 -0.635886 -4.100040 -0.99 -1.48 0.56 -0.91
Si 2.357816 0.375835 -4.815920 -0.90 -1.28 0.68 1.05
C 3.907797 -0.822602 -4.825746 1.07 -2.40 -0.74 0.68
F 3.716608 -1.883884 -5.884073 0.90 2.99 3.21 -0.37
F 4.009949 -1.575608 -3.529371 0.47 2.17 -3.98 -0.36
F 5.175555 -0.131775 -5.182027 -3.18 -2.39 1.17 -0.37
H -0.198810 -0.045449 -0.448498 1.56 0.36 -0.96 0.36
H 1.102196 0.999315 -0.447278 -0.68 -1.45 -0.83 0.37
H 0.564085 2.113913 -2.364208 -1.05 -2.45 0.22 0.21
H -1.081120 1.446377 -1.706597 1.99 -0.47 -1.45 0.20
H -0.678732 1.013491 -4.361527 0.65 -1.14 1.61 0.17
H -2.116825 -0.702144 -4.056500 1.46 0.36 1.35 0.48
H 1.230410 -1.423292 -3.272908 -0.71 1.92 -1.65 0.29
H 0.458245 -1.307840 -4.988748 0.86 1.50 1.81 0.25
H 2.743547 1.546466 -4.040290 0.16 0.20 0.13 -0.14
H 2.067862 0.669245 -6.212826 0.21 0.19 -0.31 -0.15
N -1.095169 -0.475965 2.513689 0.00 -0.08 0.03 -0.51
C -0.321243 -0.292357 3.629872 0.09 -0.03 0.07 -0.08
C -0.532313 0.988922 4.088101 0.17 -0.30 0.07 -0.31
C -1.471072 1.597495 3.221146 -0.08 0.02 -0.40 -0.29
C -1.803823 0.669501 2.259875 0.08 0.20 -0.13 -0.10
H -1.137501 -1.324228 1.963879 0.02 0.30 0.24 0.41
H 0.312910 -1.086474 4.000602 -0.10 0.17 -0.05 0.21
H -0.061967 1.436491 4.954003 -0.08 -0.10 -0.15 0.23
H -1.862738 2.604078 3.290936 0.02 -0.20 -0.02 0.23
H -2.481410 0.726506 1.418454 0.07 0.03 0.15 0.21
N 6.845620 -0.084742 -2.823202 0.05 0.05 0.10 -0.52
C 6.509063 -0.918376 -1.788638 0.07 -0.08 0.06 -0.09
C 7.267946 -0.566900 -0.694672 -0.26 -0.25 -0.07 -0.30
C 8.086771 0.520850 -1.081410 0.12 0.27 -0.24 -0.31
C 7.803287 0.799682 -2.399676 0.04 -0.03 0.04 -0.08
H 6.448771 -0.116545 -3.753326 0.21 0.05 0.43 0.42
H 5.761540 -1.689272 -1.919559 0.16 0.16 0.10 0.21
H 7.234463 -1.041783 0.277282 -0.01 0.07 -0.17 0.22
H 8.805349 1.044819 -0.464496 -0.12 -0.08 -0.12 0.22
H 8.200948 1.548884 -3.071187 -0.04 -0.13 0.14 0.21
N -5.647959 0.561742 3.311081 0.09 -0.02 0.00 -0.51
C -6.720313 1.408183 3.421230 -0.19 0.10 0.05 -0.09
C -6.374287 2.423381 4.284848 -0.37 -0.08 -0.26 -0.31
C -5.044345 2.183947 4.705761 0.32 -0.26 -0.04 -0.31
C -4.619421 1.029672 4.086873 0.01 -0.11 0.17 -0.07
H -5.619633 -0.276462 2.745181 0.00 0.35 0.24 0.41
H -7.635902 1.215311 2.878355 0.14 0.08 0.09 0.21
H -7.010543 3.248027 4.578898 0.08 -0.15 -0.04 0.23
H -4.459322 2.788794 5.386490 -0.08 -0.12 -0.12 0.22
H -3.676167 0.501934 4.133031 -0.23 0.16 0.04 0.22
N 6.233117 -3.763850 -4.913908 -0.01 -0.06 -0.05 -0.51
C 6.043757 -4.025424 -6.245922 0.03 0.01 -0.13 -0.08
C 6.617128 -5.245727 -6.525755 -0.20 0.29 -0.18 -0.30
C 7.166466 -5.740217 -5.318714 0.06 0.03 0.40 -0.31
C 6.912320 -4.806481 -4.339183 0.07 -0.04 0.03 -0.08
H 5.919877 -2.932107 -4.430467 0.09 -0.37 -0.15 0.41
H 5.520028 -3.321998 -6.879255 0.12 -0.17 0.11 0.21
H 6.636498 -5.728248 -7.494326 -0.02 0.10 0.16 0.22
H 7.690422 -6.676919 -5.178921 -0.09 0.16 0.00 0.22
H 7.157151 -4.794167 -3.285489 -0.01 -0.01 -0.19 0.21
N -9.413162 1.750104 6.526329 0.04 0.04 0.02 -0.51
C -10.485516 2.596545 6.636478 -0.09 0.06 0.03 -0.08
C -10.139490 3.611743 7.500097 -0.34 -0.10 -0.25 -0.31
C -8.809548 3.372310 7.921009 0.34 -0.24 -0.03 -0.31
C -8.384623 2.218034 7.302121 0.05 -0.03 0.09 -0.07
H -9.384836 0.911900 5.960429 0.04 0.36 0.21 0.41
H -11.401104 2.403673 6.093603 0.14 0.06 0.12 0.21
H -10.775747 4.436389 7.794147 0.09 -0.15 -0.07 0.22
H -8.224525 3.977156 8.601738 -0.09 -0.12 -0.12 0.22
H -7.441370 1.690296 7.348280 -0.15 0.13 -0.02 0.22
```
Positions in Å, forces in eV/Å.

The value obtained for the HOMO-LUMO gap is 8.165 eV. Its largest force on an atom is 4.6 eV/Å. As for the LUMO energy: 0.19 eV.

---

Here is one molecule with the formula C5H7N3O at a distorted geometry from the Open Molecules 2025 dataset. Energies are from ωB97M-V/def2-TZVPD.

```
16
Properties=species:S:1:pos:R:3:forces:R:3:nbo_charge:R:1
C 1.953671 -0.475553 0.107589 4.38 -3.52 -0.07 -0.13
C 0.600889 -0.067933 -0.257309 -0.53 0.15 1.77 0.42
C -1.038280 1.623826 -0.302316 -2.46 -4.89 2.80 0.03
C -2.199895 0.835579 -0.063031 5.82 0.93 0.01 -0.30
C -2.020005 -0.548143 0.539455 1.09 -1.51 -2.91 0.00
H 2.622564 1.327416 0.690903 1.86 -3.79 -2.35 0.47
H 2.467264 -1.251303 -0.678966 -2.01 1.17 1.80 0.19
H 1.969196 -0.949095 1.161179 -0.76 0.02 -1.62 0.20
H -1.018058 2.649531 -0.504773 -0.12 1.26 -0.65 0.20
H -3.142509 1.283277 -0.108708 -1.46 0.27 -0.19 0.22
H -2.892664 -0.830238 1.039897 -0.91 -0.80 1.29 0.19
H 0.295040 -2.122157 -0.879268 -0.59 3.37 0.44 0.40
N 0.220414 1.080259 0.165937 -0.52 0.39 -2.40 -0.51
N -1.223052 -1.577979 0.176931 -2.86 4.61 1.69 -0.20
N -0.201184 -1.156815 -0.646287 1.53 -3.03 -1.84 -0.49
O 3.043456 0.408458 0.157168 -2.48 5.37 2.24 -0.70
```
Positions in Å, forces in eV/Å.

The value obtained for the HOMO-LUMO gap is 8.355 eV. The energy relative to the best compared isomer or geometry (same formula, charge and spin) comes out at 4.6905 eV. Its largest force on an atom is 6.3 eV/Å. As for the LUMO energy: -0.08 eV.

---

Here is one molecule with the formula C20H35N3O5S at a distorted geometry from the Open Molecules 2025 dataset. Energies are from ωB97M-V/def2-TZVPD.

```
64
Properties=species:S:1:pos:R:3:forces:R:3:nbo_charge:R:1
C 0.459256 -6.585433 -0.309402 -0.03 -0.01 -0.30 -0.60
H 0.616471 -7.649363 -0.148348 0.02 -0.11 0.07 0.21
H 1.059677 -6.036772 0.412910 0.06 0.04 0.10 0.20
H -0.586863 -6.355738 -0.123215 -0.13 0.01 0.10 0.22
C 0.842921 -6.199813 -1.735347 0.09 0.13 0.38 -0.22
C 2.324222 -6.471594 -2.005754 -0.28 -0.15 -0.35 -0.40
C 2.697774 -6.095453 -3.436476 0.23 0.16 0.18 -0.40
C 2.384558 -4.627426 -3.707434 -0.21 -0.21 -0.19 -0.40
C 0.908885 -4.337955 -3.443762 0.09 0.10 0.17 -0.40
H 0.300510 -4.907778 -4.148417 -0.05 -0.02 -0.06 0.20
H 0.699807 -3.277702 -3.600090 -0.09 -0.01 -0.03 0.21
C 0.495016 -4.728163 -2.020136 -0.36 -0.16 -0.35 -0.05
N 1.095889 -3.838775 -1.050119 0.32 -0.33 -0.36 -0.63
C 0.379201 -3.055731 -0.217650 0.61 0.11 0.35 0.69
O -0.834862 -3.053481 -0.200576 -0.47 0.05 0.07 -0.65
C 1.259155 -2.176605 0.674539 -0.11 0.04 0.13 -0.31
C 0.482018 -1.605561 1.864074 -0.14 -0.08 -0.20 -0.41
C -0.529910 -0.549443 1.419771 -0.34 -0.34 0.59 -0.24
N 0.077710 0.493849 0.616333 0.50 0.73 0.50 -0.70
S 0.928424 1.661115 1.476618 -0.26 0.49 -0.07 2.46
O 0.962668 1.330601 2.867678 -0.33 -0.14 0.03 -0.95
O 2.162928 1.943396 0.809604 -0.12 -0.04 -0.33 -0.95
N -0.021184 3.014002 1.322417 0.76 -0.41 0.32 -0.67
C -0.136376 3.501656 -0.032984 0.16 0.26 -0.56 -0.24
C -0.704191 4.916746 -0.020267 -0.43 -0.18 0.14 -0.43
H -0.036777 5.587701 0.518564 0.05 0.02 0.00 0.22
H -0.829342 5.277211 -1.041672 -0.02 0.03 0.00 0.22
C -2.064980 4.931040 0.691880 0.58 0.04 0.33 0.55
C -1.911352 4.324135 2.095698 -0.08 -0.05 -0.51 -0.45
C -1.298034 2.931657 1.994036 -0.42 -0.03 0.48 -0.24
H -1.110304 2.515483 2.983735 -0.22 0.03 -0.01 0.24
H -1.982713 2.273747 1.438786 0.00 -0.02 0.06 0.19
H -1.268624 4.982787 2.677512 0.02 0.02 0.08 0.22
H -2.889462 4.268559 2.574675 -0.03 0.03 0.00 0.22
O -3.002666 4.206852 -0.086405 0.29 -0.13 -0.07 -0.54
C -4.192936 4.958341 -0.149001 -0.27 0.36 0.20 -0.09
H -4.682797 4.747050 -1.099072 -0.03 0.04 0.07 0.20
C -3.689952 6.396500 -0.014112 -0.17 -0.16 -0.36 -0.09
H -4.396518 7.068423 0.472919 -0.01 -0.03 -0.08 0.19
O -2.559302 6.256715 0.817596 0.14 -0.12 0.18 -0.53
H -3.397802 6.805669 -0.990595 -0.08 -0.01 0.09 0.17
H -4.861186 4.695893 0.682513 0.02 0.02 -0.11 0.17
H 0.866383 3.489043 -0.460064 -0.14 0.08 -0.17 0.23
H -0.797790 2.849919 -0.621951 0.06 -0.01 -0.03 0.19
C 0.762757 -0.032489 -0.544930 0.53 0.00 -0.50 -0.23
H 1.200202 0.811892 -1.077020 -0.05 -0.19 -0.19 0.23
C 1.854361 -1.027485 -0.152498 -0.13 0.03 -0.06 -0.42
H 2.593136 -0.492326 0.447435 0.07 -0.09 -0.07 0.23
H 2.343121 -1.405782 -1.053057 0.07 0.02 0.01 0.21
H 0.012237 -0.514838 -1.179005 0.00 0.10 0.01 0.21
H -0.971318 -0.072341 2.293730 -0.14 -0.18 -0.01 0.22
H -1.314074 -1.017649 0.819929 0.06 0.15 0.10 0.24
H -0.048469 -2.408610 2.377748 0.02 0.01 0.06 0.22
H 1.181953 -1.138741 2.559500 0.00 -0.10 0.03 0.23
H 2.076302 -2.801880 1.055114 -0.07 0.03 -0.07 0.22
H 2.101436 -3.813212 -1.012960 -0.05 0.14 0.15 0.39
H -0.585268 -4.587198 -1.903087 0.18 -0.05 -0.03 0.24
H 2.622653 -4.382458 -4.744366 0.07 0.09 0.04 0.21
H 3.010514 -3.995743 -3.072573 0.10 0.08 0.00 0.18
H 3.759215 -6.287456 -3.606220 -0.01 -0.06 -0.07 0.21
H 2.130469 -6.718229 -4.131859 0.00 -0.06 -0.06 0.20
H 2.531081 -7.530567 -1.837826 0.05 0.00 0.12 0.21
H 2.940181 -5.905560 -1.302731 0.08 0.01 0.12 0.18
H 0.252583 -6.806170 -2.430988 0.01 0.03 -0.05 0.20
```
Positions in Å, forces in eV/Å.

The value obtained for the HOMO-LUMO gap is 9.780 eV. The energy relative to the best compared isomer or geometry (same formula, charge and spin) comes out at 0.4454 eV. Its largest force on an atom is 1.0 eV/Å. As for the LUMO energy: 0.73 eV.

---

Here is one molecule with the formula C2H5N3S2 at a distorted geometry from the Open Molecules 2025 dataset. Energies are from ωB97M-V/def2-TZVPD.

```
12
Properties=species:S:1:pos:R:3:forces:R:3:nbo_charge:R:1
C -0.551146 -0.870151 0.236724 0.86 0.90 0.97 0.57
C 1.348389 2.003625 -1.193847 -0.38 -1.35 -0.11 -0.51
H -1.942887 -1.548424 1.508861 0.56 0.28 0.27 0.38
H -1.033948 -0.271311 2.160994 0.12 -0.62 -0.65 0.39
H -1.785584 -1.993231 -0.693362 1.15 1.45 -0.40 0.35
H 1.273626 -0.418887 1.010489 -0.60 0.54 -0.76 0.40
H 0.969108 2.468518 -0.294669 -0.02 -0.18 0.38 0.21
N -1.024250 -1.095994 1.543769 -0.66 0.04 -0.31 -0.85
N -0.978943 -1.313575 -0.862558 -1.30 -1.64 0.43 -0.71
N 0.627808 -0.026149 0.295455 -0.33 -1.32 0.48 -0.82
S 1.361863 0.237767 -1.219225 0.13 1.19 0.51 0.54
S 1.735965 2.827812 -2.492631 0.48 0.73 -0.82 0.04
```
Positions in Å, forces in eV/Å.

The value obtained for the HOMO-LUMO gap is 8.709 eV. The energy relative to the best compared isomer or geometry (same formula, charge and spin) comes out at 1.7126 eV. Its largest force on an atom is 2.1 eV/Å. As for the LUMO energy: 0.05 eV.